{
  "formula": "C5H10N",
  "method": "wB97M-V/def2-TZVPD",
  "elements": ["C", "C", "C", "C", "C", "N", "H", "H", "H", "H", "H", "H", "H", "H", "H", "H"],
  "coordinates": [[1.063, -2.074, 0.598], [0.065, -1.380, 0.141], [-0.928, -0.767, -0.748], [-0.132, 0.439, -0.087], [0.768, 1.210, -1.002], [-0.840, 1.190, 0.983], [1.744, -1.560, 1.268], [1.109, -3.210, 0.484], [-0.749, -0.820, -1.779], [-1.861, -0.963, -0.199], [0.129, 1.869, -1.695], [1.283, 0.331, -1.329], [1.416, 1.777, -0.321], [-1.539, 0.533, 1.348], [-1.247, 1.990, 0.539], [-0.280, 1.434, 1.798]],
  "mulliken_charge": [-0.663, 0.411, -0.623, -0.028, -1.239, -0.142, 0.269, 0.262, 0.335, 0.243, 0.352, 0.350, 0.400, 0.371, 0.344, 0.357],
  "e_lumo_ev": -3.63,
  "e_above_lowest_ev": 3.4996,
  "largest_force_ev_per_a": 4.78,
  "mol_weight_da": 84.142,
  "charge": 1
}